{
  "formula": "C44H122N14O18",
  "method": "ωB97M-V/def2-TZVPD",
  "e_lumo_ev": 0.1,
  "total_energy_ev": -105320.682,
  "orbital_gap_ev": 7.61,
  "total_charge": 0,
  "relative_energy_kcal_mol": 0.0,
  "e_homo_ev": -7.49,
  "species": ["C", "C", "C", "C", "C", "C", "N", "O", "C", "C", "C", "H", "H", "H", "H", "H", "H", "H", "H", "H", "H", "H", "H", "H", "H", "H", "H", "H", "H", "H", "C", "C", "C", "C", "C", "C", "N", "O", "C", "C", "C", "H", "H", "H", "H", "H", "H", "H", "H", "H", "H", "H", "H", "H", "H", "H", "H", "H", "H", "H", "C", "O", "N", "N", "H", "H", "H", "H", "C", "O", "N", "N", "H", "H", "H", "H", "C", "O", "N", "N", "H", "H", "H", "H", "C", "O", "N", "N", "H", "H", "H", "H", "C", "O", "N", "N", "H", "H", "H", "H", "C", "O", "N", "N", "H", "H", "H", "H", "C", "C", "O", "H", "H", "H", "H", "H", "H", "C", "C", "O", "H", "H", "H", "H", "H", "H", "C", "C", "O", "H", "H", "H", "H", "H", "H", "C", "C", "O", "H", "H", "H", "H", "H", "H", "C", "C", "O", "H", "H", "H", "H", "H", "H", "C", "C", "O", "H", "H", "H", "H", "H", "H", "C", "C", "O", "H", "H", "H", "H", "H", "H", "C", "C", "O", "H", "H", "H", "H", "H", "H", "C", "C", "O", "H", "H", "H", "H", "H", "H", "C", "C", "O", "H", "H", "H", "H", "H", "H"],
  "coordinates": [[2.6178, 0.0836, 1.4963], [1.9055, -0.7229, 0.3296], [0.7816, -1.5519, 1.0209], [-0.4824, -0.7317, 1.2899], [-0.9862, -0.1606, 0.0055], [0.0300, 0.8093, -0.7185], [1.3167, 0.0426, -0.7816], [2.2334, 0.7007, -1.5912], [-0.5339, 1.2459, -2.1339], [0.2317, 2.0643, 0.1828], [2.9092, -1.7816, -0.1660], [3.3115, 0.8033, 1.0617], [3.2423, -0.5616, 2.1141], [1.8848, 0.5803, 2.1321], [0.6017, -2.4112, 0.3748], [1.1340, -1.8804, 1.9986], [-0.2982, 0.0681, 2.0071], [-1.2784, -1.3048, 1.7654], [-1.9852, 0.2508, 0.1501], [-1.2444, -0.9344, -0.7176], [0.1436, 1.9322, -2.6419], [-0.7958, 0.3844, -2.7482], [-1.4075, 1.8887, -2.0251], [0.8480, 2.7593, -0.3875], [-0.6727, 2.6408, 0.3772], [0.6961, 1.9399, 1.1610], [2.6415, -2.3797, -1.0370], [3.2494, -2.4498, 0.6251], [3.8320, -1.2883, -0.4716], [2.5929, 1.4065, -1.0488], [-6.7855, -0.4374, 1.7452], [-5.4901, -1.4201, 1.8039], [-5.2063, -1.4291, 3.3453], [-4.0977, -2.4208, 3.7365], [-4.5520, -3.7528, 3.1663], [-4.9176, -3.9332, 1.6746], [-5.8032, -2.8148, 1.3543], [-6.4713, -2.9208, 0.1812], [-3.7225, -4.0028, 0.7492], [-5.6896, -5.2497, 1.4836], [-4.3126, -0.7641, 0.9658], [-7.0362, -0.3701, 0.6865], [-6.6105, 0.5554, 2.1597], [-7.6654, -0.9310, 2.1578], [-4.8948, -0.4063, 3.5574], [-6.1276, -1.5163, 3.9212], [-3.9759, -2.5130, 4.8157], [-3.1233, -2.1493, 3.3304], [-5.1063, -4.3209, 3.9134], [-3.6269, -4.3240, 3.2433], [-3.0656, -3.1408, 0.8649], [-3.1879, -4.9389, 0.9111], [-4.0537, -4.0302, -0.2889], [-6.7183, -5.0831, 1.8032], [-5.7298, -5.6529, 0.4717], [-5.3397, -6.0503, 2.1352], [-4.6042, -0.9461, -0.0686], [-3.3313, -1.1585, 1.2299], [-4.3102, 0.2843, 1.2640], [-5.8245, -2.6912, -0.4900], [0.5834, -1.9991, -4.5025], [-0.4605, -1.4353, -4.6216], [0.9738, -2.8999, -5.2921], [1.4743, -1.6475, -3.6510], [0.3770, -3.3649, -5.9612], [1.8979, -3.2924, -5.1827], [2.3912, -2.0691, -3.6912], [1.2449, -1.0018, -2.9090], [4.0235, 2.9338, 3.2058], [3.6215, 3.6823, 2.3569], [3.6117, 2.8036, 4.3725], [5.0198, 2.0894, 3.0574], [3.9538, 2.0303, 4.9248], [2.8813, 3.4205, 4.6982], [5.4142, 1.6174, 3.8586], [5.6011, 2.0612, 2.2320], [-0.5553, -4.7373, 3.0834], [-0.2289, -4.1086, 4.1009], [-0.9413, -4.1785, 1.9866], [-0.6377, -6.0057, 3.0354], [-1.0771, -3.1778, 1.9991], [-1.2725, -4.6767, 1.1729], [-0.5226, -6.5015, 3.9078], [-1.0035, -6.3905, 2.1762], [2.3721, -6.0412, -2.1108], [1.9017, -7.0266, -1.5602], [3.3487, -5.2961, -1.7150], [1.8462, -5.5478, -3.2246], [3.5933, -4.4572, -2.2214], [3.6977, -5.5643, -0.8059], [2.3594, -4.9008, -3.8060], [1.0177, -5.9540, -3.6354], [-4.0527, -1.9674, -2.7892], [-5.0295, -2.4130, -2.1998], [-3.9949, -0.7438, -3.1919], [-3.0211, -2.7103, -3.1246], [-3.1859, -0.4480, -3.7192], [-4.6647, -0.0188, -2.9775], [-3.2092, -3.6659, -2.8570], [-2.1931, -2.3710, -3.5930], [5.3503, -1.2570, -3.4771], [4.7609, -2.2621, -3.2286], [4.9841, -0.0615, -3.1505], [6.4032, -1.1486, -4.3164], [5.3678, 0.7443, -3.6233], [4.1923, 0.0033, -2.5267], [6.7785, -0.2131, -4.3810], [6.7450, -1.9601, -4.8110], [2.4598, -4.9991, 1.6356], [3.9680, -5.2424, 1.6737], [4.4989, -6.1970, 0.7906], [2.2141, -4.0850, 2.1761], [1.8447, -5.8703, 1.8608], [2.2099, -4.7207, 0.6118], [4.1653, -5.6066, 2.6819], [4.4987, -4.3043, 1.5108], [4.1110, -7.0708, 0.8778], [-0.8031, 5.1777, -1.8463], [-0.0860, 5.9774, -2.9741], [-0.7847, 7.2001, -3.1934], [-1.7432, 4.7834, -2.2322], [-0.9051, 5.7623, -0.9320], [-0.1387, 4.3833, -1.5062], [-0.0322, 5.3520, -3.8652], [0.9670, 6.1528, -2.7537], [-1.0004, 7.2609, -4.1269], [-4.1146, 2.6171, -0.9501], [-5.1735, 3.3636, -0.1494], [-6.3019, 3.5361, -1.0343], [-3.8762, 3.1610, -1.8641], [-4.3566, 1.5789, -1.1775], [-3.1812, 2.5896, -0.3879], [-4.9596, 4.3836, 0.1699], [-5.4269, 2.8643, 0.7858], [-6.8852, 4.1866, -0.6365], [-3.0580, 3.6831, -5.0995], [-2.8681, 2.1878, -5.5300], [-1.8463, 2.0708, -6.5426], [-2.0980, 4.1370, -4.8534], [-3.6365, 3.6801, -4.1757], [-3.5892, 4.2736, -5.8460], [-3.8590, 1.8612, -5.8453], [-2.5709, 1.5643, -4.6867], [-1.3283, 1.2669, -6.4581], [2.0563, 3.5316, -5.1565], [2.0554, 4.1665, -6.5783], [3.4551, 4.1902, -7.0562], [1.1425, 3.6807, -4.5813], [2.8448, 4.0250, -4.5883], [2.2290, 2.4664, -5.3104], [1.7200, 5.1973, -6.4644], [1.4845, 3.5824, -7.3001], [3.4736, 3.5473, -7.7690], [1.5058, 0.2670, 5.5247], [0.7572, -0.7835, 4.6999], [0.9381, -2.1212, 5.2406], [1.1821, 0.1979, 6.5632], [1.3331, 1.2583, 5.1055], [2.5554, -0.0166, 5.6026], [1.0925, -0.7498, 3.6633], [-0.3106, -0.5733, 4.6379], [0.5404, -2.7502, 4.6342], [-0.7757, 5.8543, 1.9005], [0.4015, 6.5791, 1.3877], [1.0063, 7.3006, 2.4044], [-0.5245, 5.1778, 2.7175], [-1.3200, 5.3071, 1.1308], [-1.5274, 6.5521, 2.2694], [0.1113, 7.2899, 0.6139], [0.9243, 5.7624, 0.8900], [1.9159, 7.0166, 2.5209], [-2.7765, 1.9444, 2.8046], [-1.9783, 2.0716, 4.1510], [-0.5735, 2.1268, 3.8441], [-2.8554, 2.8531, 2.2079], [-3.8182, 1.6334, 2.8833], [-2.2516, 1.1826, 2.2282], [-2.1979, 1.1538, 4.6965], [-2.3314, 2.8311, 4.8486], [-0.1437, 1.7338, 4.6072], [4.6800, 4.9011, -1.8760], [3.3221, 4.4103, -1.3543], [3.6817, 3.2418, -0.5741], [4.5235, 5.6207, -2.6797], [5.3295, 4.0536, -2.0950], [5.1358, 5.4384, -1.0444], [2.7569, 4.0718, -2.2227], [2.7062, 5.1581, -0.8547], [3.5305, 3.4264, 0.3558], [5.9393, -2.1734, 3.4124], [5.0542, -2.5284, 4.5645], [5.3557, -1.9111, 5.8007], [5.8686, -3.0008, 2.7063], [6.9750, -2.3302, 3.7140], [5.8532, -1.1451, 3.0613], [5.0947, -3.6150, 4.6405], [4.0741, -2.2471, 4.1794], [5.5881, -2.6017, 6.4258]],
  "forces_ev_per_angstrom": [[-0.2, 0.0, -1.3], [-0.3, -0.7, 1.7], [-0.2, 0.8, 0.0], [0.5, -0.2, -0.3], [-0.4, 0.6, -1.6], [-0.8, -0.1, 1.9], [-1.4, -1.0, -0.9], [0.7, -0.1, -0.1], [0.7, -0.1, 1.2], [0.0, 0.6, -0.8], [1.0, 0.8, -0.5], [-0.1, 0.3, 0.1], [-0.2, -0.3, 0.0], [0.2, 0.1, 0.0], [-0.4, -0.1, 0.1], [0.4, -0.4, -0.2], [0.3, 0.1, 0.1], [-0.1, -0.3, 0.0], [0.2, 0.9, 0.0], [0.4, -0.6, -0.1], [0.5, -0.5, -0.2], [0.2, 0.0, -0.1], [-0.4, -0.3, 0.5], [0.4, 0.1, 0.1], [-0.4, -0.3, -0.1], [0.0, -0.4, -0.2], [-0.6, 0.1, 0.1], [-0.4, 0.0, 0.2], [0.2, 0.2, -0.1], [0.5, 0.9, 0.1], [1.0, -2.0, -1.7], [-0.7, 0.4, 1.0], [1.3, 0.8, -0.7], [-1.7, 0.4, -0.7], [2.6, -1.8, 0.4], [-1.1, 0.6, 0.3], [-0.4, 1.1, 3.0], [-0.4, 0.1, -1.1], [0.4, 0.1, -0.3], [-0.8, -0.1, 0.7], [-1.6, -0.4, 1.4], [0.0, 0.5, -0.1], [0.2, -0.2, 0.1], [0.2, 0.0, 0.5], [0.2, 0.2, 0.1], [0.0, -0.7, -0.1], [0.0, 0.0, 0.0], [0.0, 0.3, -0.1], [-1.1, 0.3, -0.5], [0.4, -0.6, -0.1], [0.1, -0.2, 0.0], [0.1, 0.0, 0.1], [-0.2, 0.1, -0.1], [-0.1, 0.1, -0.1], [0.2, 0.4, -0.1], [0.5, 0.1, 0.0], [0.5, 0.4, -0.2], [-0.2, -0.2, -0.2], [0.0, 0.2, -0.6], [0.0, 0.0, -1.2], [-0.8, 2.3, 0.9], [-4.7, 1.6, 0.0], [2.2, -5.9, -4.7], [3.2, 1.2, 3.5], [0.0, 0.5, 0.2], [-0.3, 0.0, -0.2], [0.1, 0.3, 0.6], [0.2, 0.1, 0.0], [2.0, 0.0, -3.8], [-1.1, 1.8, -2.0], [-4.0, 0.4, 7.3], [3.9, -2.7, -2.0], [-0.6, 0.5, 0.3], [0.0, -0.4, 0.2], [0.0, 0.1, -0.4], [-0.4, 0.2, 0.0], [0.4, 2.9, 2.7], [0.0, -0.2, -0.2], [-0.7, 3.1, -3.4], [0.1, -5.1, 0.4], [0.2, -0.3, -0.2], [0.1, 0.2, 0.4], [0.0, -0.3, -0.5], [0.1, -0.7, 0.7], [-2.0, -1.4, -0.4], [0.1, -0.4, 0.7], [2.7, 1.1, 1.9], [-1.9, 0.8, -3.3], [0.3, -0.1, 0.6], [0.9, 0.4, 0.0], [-0.2, -0.2, 0.3], [0.4, -0.1, 0.2], [-1.6, -1.1, 0.7], [-0.7, -0.6, 0.8], [0.8, 4.6, -1.5], [1.1, -2.1, 0.1], [-0.1, 0.1, 0.1], [-0.1, -0.6, 0.1], [0.8, 0.0, -0.3], [0.1, -0.2, -0.1], [1.5, 0.2, -2.6], [-1.4, -3.0, 1.1], [-1.9, 3.3, 2.2], [1.3, -0.8, -0.7], [-0.5, -0.1, 0.5], [-0.1, 0.6, -0.1], [0.6, -0.8, -0.6], [0.2, 0.5, 0.1], [0.4, 0.4, -1.7], [-0.8, -0.4, 1.7], [0.3, 0.1, -1.1], [-0.1, -0.4, 0.6], [0.2, 0.1, 0.5], [-0.2, -0.1, -0.2], [0.4, 0.3, 0.4], [0.1, -0.1, -0.1], [-0.3, 0.0, 0.3], [1.3, 0.4, -0.5], [-0.6, -0.6, 0.8], [0.2, -0.2, -0.2], [0.0, 0.0, 0.3], [-0.5, 0.4, -0.4], [-0.1, -0.4, -0.3], [-0.4, 0.1, -0.2], [0.1, 0.3, 0.4], [0.0, 0.1, 0.0], [0.6, 0.7, 0.6], [-0.7, 0.4, -0.7], [0.0, -0.5, 0.3], [-0.2, 0.0, -0.1], [-0.4, 0.1, 0.1], [0.1, -0.1, 0.2], [1.1, 0.0, -0.1], [-0.3, -0.6, -0.1], [-0.1, 0.0, 0.0], [0.5, -1.3, 0.1], [0.5, 1.0, 0.1], [-0.7, 0.6, 0.0], [0.1, 0.1, -0.2], [-0.2, 0.1, 0.0], [0.2, -0.1, 0.0], [0.1, -0.4, -0.5], [0.0, 0.2, 0.3], [-0.3, -0.2, 0.3], [0.0, 0.2, -1.1], [1.3, -0.2, 1.1], [-1.3, 0.0, 0.3], [-0.2, -0.1, -0.3], [0.2, -0.3, 0.0], [0.2, 0.0, 0.6], [-0.1, 0.0, -0.6], [-0.4, 0.3, 0.2], [0.3, 0.1, -0.1], [-0.4, -1.3, 0.3], [0.1, -1.2, 0.2], [0.8, 2.4, 0.3], [-0.4, 0.3, 0.0], [0.6, -0.1, 0.2], [0.2, 0.3, -0.5], [0.3, 0.0, 0.0], [-0.3, 0.2, 0.3], [-0.4, -0.5, -0.3], [-2.0, 0.0, 0.8], [-0.7, -0.5, -1.4], [1.1, 0.2, 0.7], [0.1, -0.1, -0.1], [0.3, -0.3, -0.2], [0.0, 0.1, 0.3], [-0.1, 0.0, -0.2], [1.3, 0.4, 0.1], [0.0, 0.0, 0.0], [0.5, 0.4, 0.6], [-1.0, -0.9, -1.1], [-0.8, 0.3, 0.2], [0.5, 0.2, 0.1], [0.1, -0.2, 0.7], [-0.1, 0.1, -0.1], [0.2, -0.4, 0.0], [0.2, 0.7, -0.4], [0.1, 0.1, -0.1], [-0.8, 1.1, 1.0], [1.4, -1.3, -1.0], [-1.1, 0.2, -0.2], [0.4, -0.2, -0.3], [-0.3, 0.1, -0.4], [0.3, 0.1, -0.1], [-0.3, -0.2, 0.1], [0.3, -0.1, 0.4], [0.0, 0.1, 0.7], [1.9, -0.5, 0.6], [-0.6, -0.3, -0.7], [0.0, 0.2, -0.1], [-0.6, 0.6, -0.8], [0.3, 0.4, 0.2], [-0.3, -0.3, -0.4], [-0.2, -0.1, 0.3], [-0.6, -0.1, 0.8], [0.0, 0.1, 0.0]]
}